Entry from OMol25: 2 unconnected molecules or ions with the total composition CH3NO2S at a distorted geometry (wB97M-V/def2-TZVPD).

Computed properties:
ΔE to the lowest compared entry with this formula, charge and spin ... 4.396 eV
E_HOMO ... -9.87 eV
Total energy ... -17501.0744 eV
Charge ... 0
LUMO energy ... -0.175 eV

Each atom is followed by the atoms it is bonded to, with distances in Å.
Element x y z (Å)
1 C -0.29 0.55 -0.16  N2 1.448, S5 1.780, H7 1.107
2 N 1.03 -0.05 -0.07  C1 1.448, O3 1.186, O4 1.183
3 O 1.11 -0.99 0.65  N2 1.186
4 O 1.85 0.42 -0.78  N2 1.183
5 S -1.50 -0.71 -0.49  C1 1.780, H8 1.419
6 H -0.37 1.12 1.22  no bonds
7 H -0.48 1.39 -0.85  C1 1.107
8 H -1.34 -1.72 0.49  S5 1.419